This record from OMol25 describes C20H30ClFeO2 as an isolated structure in a non-equilibrium geometry. The level of theory is wB97M-V/def2-TZVPD.

Cartesian coordinates (Å):
O -0.042 0.072 0.276
H 0.812 -2.799 0.669
C -1.699 -3.310 2.864
O 0.408 1.496 -3.956
C -0.257 -0.391 -1.073
H 2.364 -1.284 0.394
C 0.447 1.959 -6.357
C -1.207 -3.257 1.507
C -0.429 1.680 -5.125
C 1.761 2.476 -5.754
H 2.440 1.133 -4.176
H 3.348 0.200 0.510
C 0.509 -2.563 2.883
C 0.027 0.399 3.584
H 1.281 2.118 1.393
C 1.732 1.968 -4.303
H -0.579 -3.094 4.809
H -1.767 -3.539 0.620
H -2.834 -1.738 0.789
C 2.360 -0.234 0.709
C 1.302 0.550 -0.037
C -0.297 -0.455 4.676
C 1.315 2.032 0.301
Fe -1.299 -1.226 2.895
H 2.160 -0.175 1.785
H -2.645 -3.722 3.196
C -2.843 -1.019 1.613
C 0.144 -2.821 1.525
H -2.286 -1.009 5.601
H 0.427 -0.891 5.361
H -1.081 2.551 -4.943
Cl -3.055 0.491 0.801
C -1.195 0.913 3.050
H -0.360 -1.482 -1.061
H -0.013 2.678 -7.028
H 0.436 2.522 -0.136
C -1.725 -0.500 4.822
H 2.648 2.107 -6.269
H 1.515 -2.322 3.225
H 1.020 0.982 -2.218
C -0.595 -2.948 3.736
H -3.740 -1.199 2.224
H 0.647 1.034 -6.900
H -1.089 0.812 -5.240
H -3.336 0.594 3.718
H 1.021 0.724 3.288
H -1.109 0.115 -1.554
C -2.285 0.354 3.811
H 2.221 2.530 -0.057
H 1.774 -0.634 -1.903
H -1.249 1.681 2.291
H 1.767 3.568 -5.754
H 2.028 2.732 -3.566
C 1.104 0.147 -1.516

The multiplicity is 6. The largest force on an atom comes out at 3.2 eV Å⁻¹. Its expectation value of S² is 8.7801. As for the LUMO energy (spin up / spin down): 0.73 / -0.12 eV.